Model one:
ORCA calculation (ωB97M-V with the def2-TZVPD basis set) on a cluster of 2 separate species, C4H13N2O in total.

Output
Spin multiplicity: 2
LUMO level (spin up / spin down) (eV): 0.6 / 0.6
Highest occupied orbital energy (spin up / spin down) (eV): -3.88 / -8.13
Frontier orbital gap (spin up / spin down) (Eh): 0.16452 / 0.31925
Charge: 0

Each atom is followed by the atoms it is bonded to, with distances in Å.
CARTESIAN COORDINATES (ANGSTROEM)
1 O -3.91241 -0.81948 -0.26350  H9 1.018, H12 0.942
2 N -0.13743 0.44981 -0.25285  C4 1.525, C5 1.337, H18 1.080
3 N -2.29186 1.27869 -0.90819  C5 1.409, H11 1.020, H17 1.001
4 C 1.35474 0.18230 -0.41660  N2 1.525, C6 1.479, H8 1.149, H16 1.177
5 C -0.88473 1.29016 -0.97551  N2 1.337, N3 1.409, H20 1.075
6 C 2.06303 0.29118 0.87664  C4 1.479, C7 1.630, H13 1.155, H19 0.963
7 C 2.97482 -1.03882 1.11734  C6 1.630, H10 1.135, H14 1.126, H15 1.140
8 H 1.74203 0.89112 -1.23438  C4 1.149
9 H -4.42172 -1.60493 -0.66333  O1 1.018
10 H 2.21055 -1.82092 1.42076  C7 1.135
11 H -2.98827 1.51166 -1.61629  N3 1.020
12 H -4.40535 -0.66744 0.52458  O1 0.942
13 H 1.39120 0.34820 1.81386  C6 1.155
14 H 3.61092 -1.03471 2.04684  C7 1.126
15 H 3.64666 -1.57378 0.36693  C7 1.140
16 H 1.20714 -0.86537 -0.93258  C4 1.177
17 H -2.70445 0.65684 -0.24112  N3 1.001
18 H -0.70109 -0.23945 0.35826  N2 1.080
19 H 2.65141 1.05113 0.81840  C6 0.963
20 H -0.40518 1.71384 -1.83928  C5 1.075

Model two:
ORCA calculation (ωB97M-V with the def2-TZVPD basis set) on an isolated molecule of C4H13N2O.

Output
Spin multiplicity: 2
LUMO level (spin up / spin down) (eV): 0.8 / 0.7
Highest occupied orbital energy (spin up / spin down) (eV): -3.02 / -9.66
Frontier orbital gap (spin up / spin down) (Eh): 0.14059 / 0.37929
Charge: 0

Each atom is followed by the atoms it is bonded to, with distances in Å.
CARTESIAN COORDINATES (ANGSTROEM)
1 O 1.16369 1.40500 -1.20350  C4 1.432, H8 0.958
2 N -0.49317 0.45555 0.96160  C6 1.464, C7 1.468, H15 1.011
3 N -1.08295 -0.63440 -1.51670  C5 1.482, H10 1.054, H11 1.053, H16 1.032
4 C 1.45235 1.70725 0.16577  O1 1.432, C7 1.522, H14 1.092, H17 1.089
5 C -0.78506 -1.57447 -0.40985  N3 1.482, C6 1.519, H9 1.065, H19 1.091
6 C -0.98930 -0.92185 0.94708  N2 1.464, C5 1.519, H18 1.093, H20 1.074
7 C 0.96774 0.56569 1.04873  N2 1.468, C4 1.522, H12 1.088, H13 1.094
8 H 1.92803 1.01987 -1.63489  O1 0.958
9 H 0.18974 -1.96616 -0.58475  C5 1.065
10 H -2.04117 -0.21717 -1.37904  N3 1.054
11 H -1.08187 -1.08640 -2.46762  N3 1.053
12 H 1.45754 -0.32183 0.65247  C7 1.088
13 H 1.27396 0.77486 2.07754  C7 1.094
14 H 0.90643 2.63228 0.36355  C4 1.092
15 H -0.89549 0.94998 1.74628  N2 1.011
16 H -0.46088 0.18556 -1.43644  N3 1.032
17 H 2.51753 1.86114 0.33231  C4 1.089
18 H -0.52260 -1.55350 1.70654  C6 1.093
19 H -1.46242 -2.42325 -0.51752  C5 1.091
20 H -2.04209 -0.85815 1.14845  C6 1.074

model two wins, 0.479 eV ahead of the next structure.

Model one:
ORCA calculation (ωB97M-V with the def2-TZVPD basis set) on a cluster of 2 separate species, C8H17BO2 in total.

Output
Spin multiplicity: 1
LUMO level (eV): 0.6
Highest occupied orbital energy (eV): -9.60
Frontier orbital gap (Eh): 0.37610
Charge: 0

Each atom is followed by the atoms it is bonded to, with distances in Å.
CARTESIAN COORDINATES (ANGSTROEM)
1 O 1.77713 0.97380 0.89366  B11 1.482, H23 0.958
2 O 0.51045 -0.48586 3.33937  C6 1.197
3 C 1.18030 -0.71986 -0.94788  C8 1.502, C9 1.519, B11 1.626, H27 1.037
4 C -1.34037 -1.21101 -1.06195  C5 1.435, C9 1.545, H17 1.063, H22 1.139
5 C -1.75073 0.09916 -0.64377  C4 1.435, C10 1.565, H12 1.129, H24 1.048
6 C 0.15851 -1.37641 4.05818  O2 1.197, H13 1.174, H18 1.129
7 C -0.93580 2.33115 0.16656  C10 1.579, H15 1.108, H25 1.118, H28 1.135
8 C 2.30784 -0.11901 -1.73693  C3 1.502, H14 1.073, H19 1.104, H20 1.052
9 C -0.00482 -1.07937 -1.82770  C3 1.519, C4 1.545, H16 1.100, H21 1.210
10 C -0.75557 0.77392 0.35877  C5 1.565, C7 1.579, B11 1.495, H26 1.061
11 B 0.65295 0.29485 0.20791  O1 1.482, C3 1.626, C10 1.495
12 H -2.77273 0.02914 -0.17022  C5 1.129
13 H -0.21138 -1.07665 5.13106  C6 1.174
14 H 1.97922 -0.06432 -2.75677  C8 1.073
15 H -0.41680 2.56050 -0.78524  C7 1.108
16 H 0.17955 -1.89449 -2.54315  C9 1.100
17 H -1.39541 -1.86426 -0.22547  C4 1.063
18 H 0.23750 -2.44472 3.70018  C6 1.129
19 H 2.39415 0.87603 -1.26737  C8 1.104
20 H 3.15237 -0.74453 -1.77313  C8 1.052
21 H -0.29529 -0.11417 -2.49633  C9 1.210
22 H -2.15878 -1.72501 -1.66551  C4 1.139
23 H 1.38282 1.56939 1.53277  O1 0.958
24 H -2.07449 0.63668 -1.48353  C5 1.048
25 H -0.15248 2.85669 0.76587  C7 1.118
26 H -1.10996 0.72594 1.35814  C10 1.061
27 H 1.45182 -1.54846 -0.38601  C3 1.037
28 H -1.98999 2.74086 0.25850  C7 1.135

Model two:
ORCA calculation (ωB97M-V with the def2-TZVPD basis set) on an isolated molecule of C8H17BO2.

Output
Spin multiplicity: 1
LUMO level (eV): 0.3
Highest occupied orbital energy (eV): -9.80
Frontier orbital gap (Eh): 0.37217
Charge: 0

Each atom is followed by the atoms it is bonded to, with distances in Å.
CARTESIAN COORDINATES (ANGSTROEM)
1 O -0.29950 1.73734 2.01681  B11 1.345, H27 1.002
2 O -1.47642 2.62200 0.16573  B11 1.391, H26 0.925
3 C 0.17389 0.64645 -0.27278  C6 1.540, C9 1.541, C10 1.602, B11 1.624
4 C 0.30346 -0.86675 -2.25114  C5 1.554, C6 1.549, H17 1.133, H20 1.133
5 C 0.45985 -1.66826 -0.92879  C4 1.554, C10 1.527, H13 1.021, H14 1.089
6 C -0.07815 0.56153 -1.79000  C3 1.540, C4 1.549, H22 1.095, H24 1.031
7 C -1.64944 -0.91418 0.47399  C10 1.536, H21 0.981, H25 1.066, H28 1.006
8 C 0.55753 -1.36800 1.52926  C10 1.577, H12 1.041, H16 1.114, H23 1.121
9 C 1.62959 0.98470 0.10321  C3 1.541, H15 1.070, H18 1.156, H19 1.109
10 C -0.13708 -0.84853 0.21266  C3 1.602, C5 1.527, C7 1.536, C8 1.577
11 B -0.58696 1.69814 0.70324  O1 1.345, O2 1.391, C3 1.624
12 H 0.31854 -0.93601 2.44585  C8 1.041
13 H 1.40712 -1.77751 -0.56431  C5 1.021
14 H -0.06586 -2.61494 -0.81305  C5 1.089
15 H 1.70717 2.02314 -0.14109  C9 1.070
16 H 1.65771 -1.28946 1.68460  C8 1.114
17 H 1.22053 -0.67431 -2.88815  C4 1.133
18 H 2.46119 0.42013 -0.46844  C9 1.156
19 H 1.88737 0.71858 1.14857  C9 1.109
20 H -0.57695 -1.11608 -2.92011  C4 1.133
21 H -1.87292 -1.61132 1.12703  C7 0.981
22 H 0.54090 1.39742 -2.13290  C6 1.095
23 H 0.24104 -2.41253 1.78587  C8 1.121
24 H -1.06444 0.84713 -1.88650  C6 1.031
25 H -2.06627 -0.04257 0.92549  C7 1.066
26 H -2.14349 2.86517 0.75803  O2 0.925
27 H -0.42913 2.66044 2.38376  O1 1.002
28 H -2.11928 -1.04172 -0.40685  C7 1.006

model two wins, 2.217 eV ahead of the next structure.

Model one:
ORCA calculation (ωB97M-V with the def2-TZVPD basis set) on an isolated molecule of C5H3NO3.

Output
Spin multiplicity: 1
LUMO level (eV): 0.6
Highest occupied orbital energy (eV): -8.98
Frontier orbital gap (Eh): 0.35143
Charge: 0

Each atom is followed by the atoms it is bonded to, with distances in Å.
CARTESIAN COORDINATES (ANGSTROEM)
1 O 1.76160 0.46240 0.09716  C7 1.347, C8 1.442
2 O -2.62655 -1.42156 0.22403  C5 1.217
3 O 1.84958 -1.96815 0.00943  C8 1.368, H10 0.943
4 N -1.83016 0.63931 -0.11690  C5 1.318, C9 1.464, H11 1.050
5 C -1.71513 -0.67341 -0.07793  O2 1.217, N4 1.318, C6 1.537
6 C -0.18947 -0.56294 -0.22434  C5 1.537, C8 1.338, C9 1.485
7 C 0.81112 1.41744 0.10071  O1 1.347, C9 1.317, H12 1.075
8 C 1.11301 -0.81727 -0.05233  O1 1.442, O3 1.368, C6 1.338
9 C -0.39096 0.89606 -0.03182  N4 1.464, C6 1.485, C7 1.317
10 H 2.69153 -1.56492 -0.12203  O3 0.943
11 H -2.70989 1.21229 -0.12684  N4 1.050
12 H 1.23532 2.38074 0.32085  C7 1.075

Model two:
ORCA calculation (ωB97M-V with the def2-TZVPD basis set) on an isolated molecule of C5H3NO3.

Output
Spin multiplicity: 1
LUMO level (eV): 0.3
Highest occupied orbital energy (eV): -8.82
Frontier orbital gap (Eh): 0.33482
Charge: 0

Each atom is followed by the atoms it is bonded to, with distances in Å.
CARTESIAN COORDINATES (ANGSTROEM)
1 O -0.13257 -1.64565 0.77464  C5 1.330, C7 1.371
2 O 0.93695 1.02042 -0.96691  C8 1.336, C9 1.359
3 O -2.18824 1.27992 0.35241  C6 1.393, H10 1.134
4 N 1.95118 -0.89145 -0.37452  C5 1.394, C9 1.295
5 C 0.61582 -0.84261 0.02423  O1 1.330, N4 1.394, C8 1.318
6 C -1.26617 0.23618 0.35498  O3 1.393, C7 1.336, C8 1.459
7 C -1.30741 -0.95988 0.94845  O1 1.371, C6 1.336, H12 1.079
8 C 0.02864 0.28767 -0.31572  O2 1.336, C5 1.318, C6 1.459
9 C 2.06726 0.26605 -0.94299  O2 1.359, N4 1.295, H11 1.056
10 H -1.50348 2.17953 0.26075  O3 1.134
11 H 2.90410 0.62452 -1.47904  C9 1.056
12 H -2.10606 -1.55469 1.36371  C7 1.079

model two wins, 0.802 eV ahead of the next structure.

Model one:
ORCA calculation (ωB97M-V with the def2-TZVPD basis set) on an isolated molecule of CHNO5S.

Output
Spin multiplicity: 1
LUMO level (eV): -1.1
Highest occupied orbital energy (eV): -9.25
Frontier orbital gap (Eh): 0.29868
Charge: 0

Each atom is followed by the atoms it is bonded to, with distances in Å.
CARTESIAN COORDINATES (ANGSTROEM)
1 S -1.48784 1.42854 0.62906  O2 1.617, O4 1.584
2 O -0.39396 1.97798 1.68517  S1 1.617, H9 1.012
3 O -0.05334 -2.61945 -0.66611  N7 1.182
4 O -1.05987 -0.05822 0.28935  S1 1.584, C8 1.566
5 O 1.68938 -1.53224 -0.15340  N7 1.216
6 O 0.29094 0.52246 -1.61913  C8 1.160
7 N 0.54486 -1.60611 -0.55783  O3 1.182, O5 1.216, C8 1.461
8 C -0.03010 -0.29859 -0.86560  O4 1.566, O6 1.160, N7 1.461
9 H 0.49993 2.18563 1.25849  O2 1.012

Model two:
ORCA calculation (ωB97M-V with the def2-TZVPD basis set) on an isolated molecule of CHNO5S.

Output
Spin multiplicity: 1
LUMO level (eV): -1.2
Highest occupied orbital energy (eV): -9.85
Frontier orbital gap (Eh): 0.31684
Charge: 0

Each atom is followed by the atoms it is bonded to, with distances in Å.
CARTESIAN COORDINATES (ANGSTROEM)
1 S 0.41042 -0.84952 1.33353  O2 1.443, O4 1.724, O5 1.644
2 O 1.37670 -0.63041 0.28418  S1 1.443
3 O 0.71393 1.31579 -1.60274  N7 1.236
4 O 0.20278 0.64191 2.17328  S1 1.724, H9 0.934
5 O -0.92363 -0.81816 0.37247  S1 1.644, C8 1.399
6 O -1.62655 -0.69716 -1.79206  C8 1.224
7 N 0.41885 0.15359 -1.30327  O3 1.236, C8 1.371
8 C -0.78872 -0.39257 -0.95382  O5 1.399, O6 1.224, N7 1.371
9 H 0.21622 1.27652 1.48844  O4 0.934

model two wins, 0.200 eV ahead of the next structure.

Model one:
ORCA calculation (ωB97M-V with the def2-TZVPD basis set) on a cluster of 2 separate species, CH5OS in total.

Output
Spin multiplicity: 1
LUMO level (eV): 4.1
Highest occupied orbital energy (eV): -2.10
Frontier orbital gap (Eh): 0.22690
Charge: -1

Each atom is followed by the atoms it is bonded to, with distances in Å.
CARTESIAN COORDINATES (ANGSTROEM)
1 S 0.85972 0.16462 -1.84944  C3 1.737
2 O -1.06220 1.93939 1.16678  H6 0.932, H8 0.963
3 C 0.46491 -1.04752 -0.67015  S1 1.737, H4 1.247, H5 1.202, H7 1.095
4 H -0.74328 -1.01280 -0.36367  C3 1.247
5 H 0.76301 -2.14609 -1.05759  C3 1.202
6 H -0.80072 1.26079 0.58331  O2 0.932
7 H 1.14576 -0.93551 0.17993  C3 1.095
8 H -0.62721 1.77711 2.01082  O2 0.963

Model two:
ORCA calculation (ωB97M-V with the def2-TZVPD basis set) on a cluster of 2 separate species, CH5OS in total.

Output
Spin multiplicity: 1
LUMO level (eV): 4.4
Highest occupied orbital energy (eV): -2.26
Frontier orbital gap (Eh): 0.24644
Charge: -1

Each atom is followed by the atoms it is bonded to, with distances in Å.
CARTESIAN COORDINATES (ANGSTROEM)
1 S 0.09388 0.65900 -1.15746  C3 1.773
2 O 0.75440 -0.23782 2.53818  H4 0.962, H6 0.979
3 C -0.78718 -0.75756 -0.55630  S1 1.773, H5 1.103, H7 1.104, H8 1.096
4 H -0.15785 -0.07489 2.28178  O2 0.962
5 H -1.84083 -0.51286 -0.34313  C3 1.103
6 H 1.13692 -0.38150 1.64908  O2 0.979
7 H -0.49172 -1.29366 0.36245  C3 1.104
8 H -0.80715 -1.54910 -1.31395  C3 1.096

model two wins, 0.607 eV ahead of the next structure.